C33H35N2O3 | ωB97M-V/def2-TZVPD

The geometry in XYZ format:
```
73
Properties=species:S:1:pos:R:3:forces:R:3:lowdin_charge:R:1
C 7.0080 4.5976 1.1872 -0.04 -0.14 -0.08 -0.044
O 6.7784 3.2051 1.4544 -1.22 -0.24 0.33 -0.066
C 5.5176 2.7358 1.6522 0.20 0.08 -0.23 -0.227
C 5.4471 1.3964 2.1093 0.20 0.51 0.00 0.020
C 4.2355 0.8079 2.3615 -0.26 0.07 0.00 -0.006
C 3.0220 1.4849 2.0705 0.43 0.49 0.11 -0.219
C 1.7807 0.7952 2.1876 -0.73 0.09 -0.27 0.014
C 0.6133 1.2567 1.5899 0.59 -0.35 -0.52 -0.095
C -0.6646 0.8220 1.9467 0.31 0.66 0.94 0.031
C -1.7604 1.7390 1.9980 -0.48 0.21 -0.65 -0.213
C -2.7338 1.6370 3.0293 0.37 -0.19 -0.07 0.003
C -3.6898 2.6078 3.2079 -0.39 0.24 -0.36 0.026
C -3.8329 3.6519 2.2582 -0.41 -0.11 -0.22 -0.225
O -4.9660 4.4029 2.3387 1.28 -0.64 -0.25 -0.056
C -5.2701 5.2888 1.2422 0.13 0.07 0.18 -0.043
C -2.8547 3.7949 1.2424 -0.25 -0.17 -0.13 0.010
C -1.8442 2.8551 1.1205 0.03 0.16 0.41 0.004
C 3.0999 2.8539 1.6789 0.12 -0.39 -0.14 0.001
C 4.3195 3.4715 1.4492 0.39 -0.14 0.20 0.014
H 8.0965 4.6782 1.2001 -0.25 0.17 -0.06 0.100
H 6.6203 4.8694 0.1966 0.08 -0.03 0.24 0.100
H 6.5743 5.2443 1.9644 0.08 -0.28 -0.19 0.103
H 6.3868 0.8884 2.2929 -0.12 -0.02 0.01 0.130
H 4.1911 -0.1898 2.7980 0.05 0.13 -0.27 0.127
H 1.7472 -0.1025 2.8143 0.01 0.18 -0.21 0.141
H 0.7238 2.0560 0.8507 -0.17 0.04 0.59 0.113
H -0.7692 -0.1399 2.4525 0.05 0.27 0.18 0.134
H -2.6576 0.7924 3.7188 -0.18 0.29 -0.16 0.129
H -4.4248 2.5498 4.0051 0.13 -0.07 -0.10 0.131
H -6.2734 5.6522 1.4643 0.19 0.02 -0.13 0.101
H -4.5568 6.1240 1.2208 -0.23 -0.16 0.00 0.100
H -5.2615 4.7655 0.2743 -0.01 0.03 0.37 0.104
H -2.9373 4.6040 0.5160 0.10 -0.27 0.25 0.114
H -1.0916 2.9777 0.3377 -0.38 -0.03 0.18 0.118
H 2.1769 3.4351 1.6013 0.39 -0.17 -0.10 0.120
H 4.3589 4.5167 1.1411 -0.02 -0.32 0.15 0.116
C -1.5155 -3.9993 0.6055 0.05 0.27 -0.17 -0.018
N -2.0536 -2.9191 -0.1894 0.18 -0.06 0.79 -0.071
C -1.2311 -1.8069 -0.6153 -0.28 0.09 0.12 -0.237
H -1.0781 -1.0967 0.2356 0.18 0.00 0.01 0.129
C 0.1328 -2.2201 -1.1190 0.11 -0.19 -0.20 -0.198
C 1.2814 -1.7134 -0.5103 -0.40 -0.23 -0.28 -0.031
C 2.5287 -2.0832 -0.9684 0.60 -0.42 -0.46 0.004
C 2.6649 -2.9903 -2.0461 -0.69 0.05 0.04 -0.260
O 3.9382 -3.2898 -2.4120 -0.23 -0.04 -0.04 -0.095
C 4.1942 -4.2020 -3.4924 -0.18 0.28 0.33 -0.059
C 1.4965 -3.5146 -2.6580 0.68 0.15 0.16 0.005
C 0.2459 -3.1211 -2.1871 0.16 0.16 0.15 -0.018
N -2.0694 -1.1784 -1.6158 0.20 0.81 0.05 -0.069
C -1.5420 -0.1936 -2.5335 0.02 -0.31 0.24 -0.019
C -3.2192 -1.9036 -1.8224 -0.47 -1.07 -0.65 -0.178
C -3.2102 -2.9914 -0.9266 -0.46 -0.39 -1.13 -0.178
C -4.1232 -4.0406 -1.0563 0.46 0.55 0.28 -0.028
C -4.9483 -4.0447 -2.1817 -0.31 0.51 -0.35 -0.103
C -4.9562 -2.9609 -3.0780 -0.32 -0.45 0.40 -0.104
C -4.1386 -1.8482 -2.8731 0.46 0.17 0.62 -0.031
H -2.2937 -4.7556 0.7436 0.31 0.15 0.03 0.084
H -0.6339 -4.4411 0.1200 -0.21 -0.10 0.08 0.091
H -1.1938 -3.6258 1.5830 -0.09 -0.11 0.06 0.087
H 1.1667 -1.0249 0.3292 0.13 -0.20 -0.29 0.082
H 3.4358 -1.6903 -0.5111 -0.15 -0.12 -0.12 0.115
H 5.2854 -4.2424 -3.5378 -0.28 -0.12 -0.14 0.095
H 3.7842 -5.1991 -3.2724 0.10 0.27 -0.09 0.098
H 3.7876 -3.8151 -4.4388 0.09 -0.14 0.25 0.098
H 1.5660 -4.2212 -3.4927 0.01 0.33 0.39 0.112
H -0.6482 -3.5333 -2.6685 0.23 0.22 0.25 0.138
H -2.3293 0.0758 -3.2434 0.32 0.01 0.12 0.083
H -1.2176 0.7034 -1.9938 -0.09 0.04 -0.05 0.080
H -0.6641 -0.5914 -3.0622 -0.21 0.13 -0.10 0.091
H -4.1452 -4.8124 -0.2892 -0.05 -0.11 -0.45 0.099
H -5.6076 -4.8902 -2.3668 0.09 0.21 0.10 0.100
H -5.6250 -2.9904 -3.9362 0.10 0.06 0.22 0.099
H -4.1737 -0.9541 -3.4926 -0.04 -0.41 -0.19 0.098
```
Positions in Å, forces in eV/Å.

Total charge: +1
Frontier orbital gap in eV: 3.34
Largest force on an atom in hartree/bohr: 0.02818
LUMO energy in eV: -5.08